ORCA calculation (the ωB97M-V functional and the def2-TZVPD basis) on a cluster of 2 separate species, C3H3BrF4O in total in a non-equilibrium geometry.

Calculated values
Net charge = 0
F_max = 3.4 eV/A
HOMO energy (alpha / beta) = -8.8 / -9.2 eV
Energy = -3164.67184 hartree
Spin multiplicity = 1
Energy relative to the best compared isomer or geometry (same formula, charge and spin) = 95.87 kcal per mole

```
12
Properties=species:S:1:pos:R:3:nbo_charge:R:1
C -0.18127 -1.38696 -0.70226 0.32
C 0.75843 2.15758 0.36434 0.56
C -0.68520 -0.38662 0.29219 0.25
O 1.07013 -1.81828 -0.43869 -0.64
F -1.23255 -2.39735 -0.65725 -0.39
F -0.00096 2.53205 -0.65828 -0.33
F 1.96184 1.76579 0.07988 -0.31
F -0.52050 -0.70178 1.61493 -0.35
Br -2.44553 0.33658 0.01218 0.07
H -0.32564 -1.05415 -1.79737 0.19
H 0.55450 2.76839 1.33588 0.14
H 1.04676 -1.81527 0.55446 0.48
```

***

ORCA calculation (the ωB97M-V functional and the def2-TZVPD basis) on a cluster of 2 separate species, C3H3BrN2O in total in a non-equilibrium geometry.

Calculated values
Net charge = 0
F_max = 3.3 eV/A
HOMO energy = -9.5 eV
Energy = -2874.76306 hartree
Spin multiplicity = 1
Energy relative to the best compared isomer or geometry (same formula, charge and spin) = 78.60 kcal per mole
SMILES string = N=C=NBr.C=C=O

```
10
Properties=species:S:1:pos:R:3:nbo_charge:R:1
N 1.80549 -0.94063 -2.63869 -0.69
C 2.23256 -0.80303 -1.53323 0.67
N 2.78534 -0.89673 -0.43602 -0.65
Br 4.16926 0.09253 0.35594 0.25
H 1.03923 -1.04000 -3.18936 0.42
C 0.43513 3.04613 0.38340 -0.78
C 0.06580 1.84170 0.12850 0.73
O -0.31270 0.76155 -0.06642 -0.46
H 1.40718 3.25148 0.54045 0.25
H -0.25963 3.76862 0.55087 0.25
```

***

ORCA calculation (the ωB97M-V functional and the def2-TZVPD basis) on a cluster of 2 separate species, C3H3BrN2O in total in a non-equilibrium geometry.

Calculated values
Net charge = 0
Expectation value of S² = 2.02
F_max = 5.3 eV/A
HOMO energy (alpha / beta) = -6.8 / -10.8 eV
Energy = -2874.69538 hartree
Spin multiplicity = 3
Energy relative to the best compared isomer or geometry (same formula, charge and spin) = 24.04 kcal per mole

```
10
Properties=species:S:1:pos:R:3:lowdin_spin:R:1
C -1.02812 -2.06033 0.06806 0.08
C 0.76545 -0.08553 0.66004 0.52
C -1.24703 -0.95306 0.88516 0.61
N -0.97971 -3.05511 -0.52214 0.19
N 0.84614 0.54154 -0.54817 0.11
O 1.62450 -0.16616 1.44860 0.34
Br -2.46456 0.41554 0.10095 0.11
H -1.55144 -1.14463 1.96830 0.01
H 0.51165 0.08552 -1.36271 0.00
H 1.58815 1.20264 -0.73084 0.02
```

***

ORCA calculation (the ωB97M-V functional and the def2-TZVPD basis) on a cluster of 2 separate species, C3H3BrN2S in total in a non-equilibrium geometry.

Calculated values
Net charge = 0
F_max = 2.9 eV/A
HOMO energy (alpha / beta) = -8.6 / -8.6 eV
Energy = -3197.66266 hartree
Spin multiplicity = 1
Energy relative to the best compared isomer or geometry (same formula, charge and spin) = 85.43 kcal per mole

```
10
Properties=species:S:1:pos:R:3:nbo_charge:R:1
C 1.44040 -0.29001 0.51348 -0.05
C 1.32113 1.06405 0.48169 -0.42
C -0.68502 -0.20577 -0.01860 0.16
N 0.31916 -0.98073 0.21571 -0.44
N -1.97175 -0.54006 -0.27653 -0.55
S -0.28772 1.52501 0.08639 0.38
Br -2.30143 -2.24629 -0.77272 0.28
H 2.34540 -0.82813 0.72470 0.22
H 2.06849 1.81415 0.64224 0.24
H -2.24866 0.68778 -1.59636 0.18
```

***

ORCA calculation (the ωB97M-V functional and the def2-TZVPD basis) on a cluster of 2 separate species, C3H3BrO in total in a non-equilibrium geometry.

Calculated values
Net charge = 0
F_max = 5.1 eV/A
HOMO energy (alpha / beta) = -8.5 / -8.5 eV
Energy = -2765.21046 hartree
Spin multiplicity = 1
Energy relative to the best compared isomer or geometry (same formula, charge and spin) = 76.58 kcal per mole

```
8
Properties=species:S:1:pos:R:3:nbo_charge:R:1
C 0.82908 1.17130 0.05495 -0.47
C 0.31463 0.31852 -0.79661 -0.11
C -0.88111 -1.44698 0.17175 0.38
O -1.35181 -2.38122 -0.32546 -0.51
Br -1.21219 -0.96324 1.91457 0.01
H 1.37671 1.95985 -0.42167 0.22
H 0.96724 1.38681 1.11744 0.26
H -0.04254 -0.04504 -1.71496 0.23
```

***

ORCA calculation (the ωB97M-V functional and the def2-TZVPD basis) on the molecule C3H3BrO in a non-equilibrium geometry.

Calculated values
Net charge = 0
F_max = 5.8 eV/A
HOMO energy = -9.8 eV
Energy = -2765.26489 hartree
Spin multiplicity = 1
Energy relative to the best compared isomer or geometry (same formula, charge and spin) = 42.43 kcal per mole
SMILES string = C#C[C@H](O)Br

```
8
Properties=species:S:1:pos:R:3:nbo_charge:R:1
C -1.03759 1.71229 0.37699 -0.14
C -0.49456 0.70475 -0.04369 -0.07
C 0.24885 -0.48193 -0.34056 0.06
O -0.04931 -1.49840 0.56425 -0.70
Br 2.13700 0.27137 -0.10545 -0.09
H -1.53226 2.56944 0.42865 0.22
H 0.29280 -0.88198 -1.39318 0.22
H 0.43506 -2.39554 0.51299 0.51
```

***

ORCA calculation (the ωB97M-V functional and the def2-TZVPD basis) on a cluster of 2 separate species, C3H3BrO2 in total in a non-equilibrium geometry.

Calculated values
Net charge = 0
F_max = 2.7 eV/A
HOMO energy = -10.6 eV
Energy = -2840.56557 hartree
Spin multiplicity = 1
Energy relative to the best compared isomer or geometry (same formula, charge and spin) = 12.40 kcal per mole

```
9
Properties=species:S:1:pos:R:3:nbo_charge:R:1
C 0.79915 -0.03510 -1.55163 -0.44
C 0.00164 -0.08078 -0.29872 0.39
C -1.95242 -0.03252 3.28592 0.50
O -2.88998 0.57985 3.41650 -0.50
O -0.84909 0.65924 0.15203 -0.48
Br 2.80635 0.01576 -0.93904 -0.07
H 0.92694 -0.93757 -2.15475 0.25
H 0.85047 0.80509 -2.17860 0.23
H 0.30693 -0.97397 0.26830 0.11
```

***

ORCA calculation (the ωB97M-V functional and the def2-TZVPD basis) on a cluster of 2 separate species, C3H3BrO2 in total in a non-equilibrium geometry.

Calculated values
Net charge = 0
F_max = 4.8 eV/A
HOMO energy (alpha / beta) = -8.0 / -9.7 eV
Energy = -2840.46296 hartree
Spin multiplicity = 1
Energy relative to the best compared isomer or geometry (same formula, charge and spin) = 76.79 kcal per mole

```
9
Properties=species:S:1:pos:R:3:nbo_charge:R:1
C -1.18434 -1.07106 0.52362 -0.31
C -0.88371 0.15316 -0.12665 0.20
C 1.75630 0.94619 -0.55470 0.49
O 1.75540 2.09353 -0.45603 -0.46
O -0.31228 0.25131 -1.23319 -0.50
Br 2.83029 -0.45881 -0.00838 0.09
H -1.75139 -1.06030 1.43452 0.19
H -1.03987 -1.93190 0.05712 0.18
H -1.17039 1.07787 0.36368 0.13
```

***

ORCA calculation (the ωB97M-V functional and the def2-TZVPD basis) on a structure of composition C3H3BrO2S in a non-equilibrium geometry.

Calculated values
Net charge = 0
F_max = 1.9 eV/A
HOMO energy (alpha / beta) = -10.8 / -10.2 eV
Energy = -3238.57235 hartree
Spin multiplicity = 1
Energy relative to the best compared isomer or geometry (same formula, charge and spin) = 82.77 kcal per mole

```
10
Properties=species:S:1:pos:R:3:nbo_charge:R:1
C -0.98043 -0.89527 0.09126 -0.30
C -1.57358 -0.03482 -0.75996 -0.13
C 0.41612 -0.39394 0.03789 -0.56
O 0.29130 1.36707 -2.29309 -0.87
O -0.49827 2.26764 -0.20012 -0.89
S -0.24078 1.13417 -0.98980 2.09
Br 2.04032 -0.61118 2.83586 -0.05
H -1.35599 -1.66042 0.77512 0.26
H 0.87684 -0.10884 1.02809 0.22
H 1.02447 -1.06441 -0.52525 0.24
```

***

ORCA calculation (the ωB97M-V functional and the def2-TZVPD basis) on a cluster of 2 separate species, C3H3BrS in total in a non-equilibrium geometry.

Calculated values
Net charge = 0
F_max = 5.1 eV/A
HOMO energy (alpha / beta) = -9.6 / -9.6 eV
Energy = -3088.04878 hartree
Spin multiplicity = 1
Energy relative to the best compared isomer or geometry (same formula, charge and spin) = 125.53 kcal per mole

```
8
Properties=species:S:1:pos:R:3:nbo_charge:R:1
C -1.67516 0.68014 -0.25784 -0.19
C -2.55175 1.42679 -0.55770 -0.05
C -0.39815 -0.02287 0.12432 -0.67
S -5.48402 1.17359 -0.03966 0.14
Br -5.09460 -0.89263 0.21242 0.05
H 0.22267 0.02915 -0.75926 0.25
H -0.86298 -0.90575 0.52070 0.24
H -0.02252 0.57764 0.86792 0.23
```